DFT (ωB97M-V/def2-TZVPD) results for one molecule with the formula C8H8NOPS2 at a distorted geometry.

```
21
Properties=species:S:1:pos:R:3:forces:R:3:nbo_charge:R:1
N 0.20019 -0.41240 2.04904 -0.7 0.4 -0.2 -1.19
P 0.04946 -1.13080 0.58107 -0.4 -6.4 -2.8 1.75
O -0.17110 -3.22346 0.13022 0.7 5.9 1.5 -0.89
C 1.45616 -0.62182 -0.41681 -1.7 -1.0 1.3 -0.63
C 1.84762 -1.16247 -1.59930 1.1 -0.4 0.4 -0.20
C 2.88492 -0.38843 -2.14924 -0.4 0.3 -2.4 -0.25
C 3.16680 0.69324 -1.40455 0.1 0.6 0.8 -0.40
S 2.24038 0.81255 0.01715 0.3 -0.1 -0.3 0.49
C -1.35920 -0.40730 -0.22138 -0.3 1.6 1.9 -0.61
C -2.04559 -0.87252 -1.29160 3.7 -4.0 0.5 -0.19
C -3.04124 -0.08367 -1.74146 -1.4 1.7 -0.6 -0.27
C -3.19118 0.98414 -0.92398 -0.9 2.2 0.2 -0.39
S -2.08409 1.12134 0.31553 1.2 -1.6 0.1 0.44
H -0.55062 0.24809 2.30984 1.1 -0.7 0.3 0.43
H 1.07773 -0.52429 2.54966 -0.7 0.3 0.1 0.44
H 1.66934 -2.14048 -2.01283 -0.9 0.0 0.2 0.26
H 3.12679 -0.50424 -3.23309 0.5 0.0 1.3 0.23
H 3.83106 1.49065 -1.51869 1.1 0.9 -0.7 0.23
H -1.62138 -1.86691 -1.63628 -1.1 1.2 -0.1 0.28
H -3.49579 -0.15724 -2.69030 -0.8 -0.4 -0.6 0.24
H -3.76792 1.90140 -0.94187 -0.6 -0.5 -0.8 0.24
```
Positions in Å, forces in eV/Å.

Results
- Relative energy (zero: lowest compared OMol25 entry of this formula, charge and spin): 4.0519 eV
- HOMO: -8.30 eV
- LUMO energy: -0.03 eV
- Kohn-Sham gap: 8.27 eV
- SMILES string: NP(=O)(c1cccs1)c1cccs1

DFT (ωB97M-V/def2-TZVPD) results for C53H51F3Li2N9O10 as an isolated structure at a distorted geometry.

```
128
Properties=species:S:1:pos:R:3:forces:R:3:mulliken_charge:R:1
Li -0.96093 0.71387 4.16588 0.5 -0.6 -1.0 0.87
Li -4.89267 1.44842 3.37148 -0.4 0.0 -1.1 0.88
C -2.00466 -0.26367 0.06829 1.7 0.4 2.6 -0.12
O -0.61410 -0.00657 -0.29311 -1.3 1.3 -0.5 -0.18
O -2.24991 0.42137 1.27686 -0.6 -0.3 -1.7 -0.93
C -2.99662 -0.10172 -1.14962 1.4 -1.4 1.6 0.72
F -2.61540 -0.92590 -2.17320 0.1 1.0 0.0 -0.29
F -4.15458 -0.67669 -0.74889 -0.6 1.2 -0.2 -0.27
F -3.11266 1.15664 -1.58364 -0.6 -0.7 -0.1 -0.23
C 0.06694 -0.89906 -1.13915 -0.2 -0.4 1.1 -0.15
C 1.51759 -0.67920 -0.82863 -0.3 0.2 -0.4 -1.16
H 1.72571 0.38925 -0.88523 0.4 -0.1 -0.6 0.29
H 1.69528 -0.93098 0.21690 0.2 -0.4 -0.1 0.19
H 2.01524 -1.32117 -1.55549 0.9 0.3 0.3 0.40
H -0.19333 -0.83554 -2.19571 0.1 0.3 -0.1 0.29
H -0.13097 -1.92073 -0.81489 -0.5 -0.4 -0.1 0.29
H -1.92195 -1.33037 0.27665 -0.9 -0.6 -0.3 0.22
C 4.45483 -4.41444 2.33322 0.6 2.7 1.9 -0.54
C 4.29872 -5.72276 2.72166 -0.2 -0.3 -0.7 -0.57
C 4.20452 -6.07107 4.04957 0.6 -0.2 2.4 -0.35
C 4.42652 -5.13836 5.08190 -0.1 0.0 -2.0 -0.02
C 4.63507 -3.83218 4.72374 -0.6 2.1 -1.6 -0.10
C 4.58803 -3.41358 3.36737 0.1 -2.4 0.3 -0.49
N 4.45591 -5.49391 6.47241 -0.1 1.1 4.4 0.89
O 4.04934 -6.56117 6.91827 0.2 0.2 -1.8 -0.55
O 4.83155 -4.60928 7.29987 -0.4 -1.2 -2.4 -0.56
H 4.54994 -4.10271 1.30357 -0.2 -0.2 -0.1 0.51
H 4.27161 -6.43242 1.90801 -0.2 -0.5 0.3 0.40
H 4.08038 -7.04438 4.50086 -0.2 -0.6 -0.9 0.50
H 4.68664 -2.97308 5.37619 0.3 -0.6 0.7 0.41
H 4.74078 -2.35094 3.24962 -0.1 -0.1 -0.7 0.49
C 8.81908 5.76317 -0.23049 -0.4 -1.9 0.2 -0.40
C 9.31415 4.57871 0.39925 -0.9 0.4 -1.0 -0.52
C 8.75681 3.32682 0.09564 -0.4 0.0 -1.2 -0.28
C 7.84597 3.20024 -0.97952 0.0 1.6 0.1 0.01
C 7.37017 4.39067 -1.61243 -0.3 -0.7 0.3 -0.17
C 7.80198 5.64051 -1.21122 1.7 0.1 1.6 -0.46
N 7.40096 1.87811 -1.48951 -0.2 -2.9 -0.8 0.92
O 6.50547 1.82497 -2.35683 1.7 0.7 1.8 -0.55
O 7.97883 0.81657 -1.08565 -1.2 3.2 -0.5 -0.56
H 9.12728 6.75045 0.08045 0.3 -0.1 0.0 0.39
H 10.16460 4.54012 1.06381 -0.2 0.5 0.3 0.37
H 9.04054 2.45029 0.65919 0.2 -0.1 -0.2 0.45
H 6.59133 4.41922 -2.36009 0.1 -0.7 -0.2 0.41
H 7.44216 6.58689 -1.58712 -0.4 -0.3 -0.5 0.39
C -0.50173 3.86002 -6.00022 0.6 0.1 0.6 -0.51
C -0.64848 3.26905 -4.74749 -0.7 0.3 -0.1 -0.46
C -0.55493 4.03062 -3.59658 0.5 1.8 0.6 -0.27
C -0.26433 5.42223 -3.66382 0.3 -1.9 -1.9 0.24
C -0.13761 6.01178 -4.93537 -0.1 0.1 1.6 -0.47
C -0.19669 5.22030 -6.04945 -0.1 -0.3 -0.8 -0.35
N -0.06523 6.16427 -2.42569 -2.0 -0.9 -1.3 0.94
O -0.59379 7.24059 -2.42127 0.1 1.9 0.4 -0.56
O 0.39228 5.58947 -1.48476 1.1 -0.5 1.2 -0.57
H -0.56430 3.22400 -6.87082 0.0 0.2 -0.2 0.38
H -0.94999 2.23533 -4.66442 0.2 -0.1 0.0 0.42
H -0.73279 3.63930 -2.60580 0.2 -0.4 0.0 0.48
H -0.02045 7.06791 -5.12841 0.3 0.1 0.6 0.40
H 0.03792 5.77602 -6.94529 -0.3 -0.5 -0.5 0.34
C 8.33364 -5.13082 -4.44877 -0.7 1.1 1.9 -0.48
C 7.34514 -6.03723 -4.77086 0.1 0.2 -0.4 -0.50
C 5.99611 -5.66044 -4.80454 -0.4 -1.1 -0.5 -0.14
C 5.55161 -4.39201 -4.52263 2.9 0.2 -0.2 0.21
C 6.56698 -3.50299 -4.11809 0.0 0.9 0.4 -0.32
C 7.90697 -3.87062 -3.97832 -0.6 -1.0 -1.2 -0.47
N 4.13878 -4.01819 -4.54760 2.3 3.3 -2.1 0.83
O 3.51916 -4.49074 -3.67869 -2.8 -1.7 2.2 -0.50
O 3.78799 -3.10176 -5.30848 0.3 -1.5 0.7 -0.53
H 9.36735 -5.36349 -4.23973 0.1 -0.5 -0.6 0.36
H 7.63984 -7.04370 -5.02889 -0.3 -0.1 -0.1 0.35
H 5.28615 -6.41551 -5.10823 -0.2 -0.1 0.0 0.35
H 6.40212 -2.47128 -3.84460 -0.7 0.1 0.0 0.45
H 8.63129 -3.19540 -3.54725 -0.1 0.3 -0.1 0.39
N 2.32810 1.98307 3.98505 0.9 1.4 1.0 -0.37
C 2.81143 2.67545 2.94683 0.5 -2.3 -1.5 -0.46
C 4.18490 2.73909 2.62722 -0.5 1.4 0.9 -0.44
C 5.12901 2.45342 3.61777 -0.5 -0.9 1.1 -0.19
C 4.67188 1.91236 4.83093 -2.5 0.9 -1.2 -0.41
C 3.24512 1.75448 4.92855 1.5 -0.7 0.9 -0.22
H 2.04130 2.84778 2.20954 0.2 0.6 -0.4 0.48
H 4.46244 3.22860 1.70540 0.1 -0.1 -0.1 0.43
H 6.19735 2.61003 3.59482 0.1 0.1 -0.8 0.43
H 5.32843 1.72907 5.66864 -0.1 -0.1 0.0 0.40
H 2.84146 1.41670 5.87162 0.0 -0.4 0.1 0.38
N -6.04401 4.39508 2.32871 1.3 0.4 -0.4 -0.33
C -5.41290 5.16871 1.38466 -1.7 -0.3 1.1 -0.32
C -5.96417 6.39261 0.99811 -0.3 0.2 1.0 -0.47
C -7.11399 6.83316 1.64907 -1.0 -0.5 2.2 -0.15
C -7.65226 6.13128 2.78931 1.4 0.2 -2.0 -0.43
C -7.06890 4.90501 3.03399 -0.2 -0.6 -1.3 -0.15
H -4.53791 4.75128 0.90869 0.1 0.0 0.0 0.44
H -5.50621 7.10424 0.32709 0.2 -0.5 -0.5 0.37
H -7.62916 7.73822 1.36296 0.3 0.2 -0.2 0.37
H -8.49898 6.40070 3.40321 -0.1 0.5 -0.4 0.36
H -7.62636 4.18858 3.61911 0.3 0.0 0.7 0.35
N -1.02275 -2.49488 4.79081 0.9 -0.6 -1.1 -0.29
C -0.36359 -3.31606 3.85182 -1.6 -1.1 2.6 -0.46
C -0.56489 -4.73233 3.87720 0.1 1.6 0.2 -0.38
C -1.39014 -5.25252 4.85005 0.1 -0.2 0.3 -0.15
C -1.95543 -4.43540 5.79694 -0.4 -0.3 0.5 -0.35
C -1.78648 -3.06942 5.75295 0.7 -0.6 -1.7 -0.25
H 0.40615 -2.90631 3.21464 -0.4 0.5 -0.1 0.50
H -0.08317 -5.47156 3.25439 0.3 0.5 -0.5 0.39
H -1.53128 -6.31980 4.93603 0.0 -0.1 -0.1 0.37
H -2.53525 -4.87539 6.59482 -0.1 0.0 0.1 0.36
H -2.34766 -2.52225 6.49597 0.4 0.8 -0.1 0.31
N -7.74240 -0.29880 2.50933 -1.0 -0.3 -1.0 -0.31
C -8.03340 -1.45059 3.13515 -2.2 1.8 -0.9 -0.17
C -9.24934 -2.11156 2.85225 1.9 -1.4 1.0 -0.28
C -10.12451 -1.79556 1.83246 0.9 0.4 1.2 -0.26
C -9.80289 -0.62759 1.16181 -0.1 0.5 0.5 -0.45
C -8.65486 0.08497 1.53222 1.5 -0.8 0.7 -0.33
H -7.47963 -1.72223 4.02169 0.4 -0.2 -0.2 0.32
H -9.27113 -2.97247 3.50399 -1.1 -0.4 -0.2 0.29
H -11.03664 -2.35427 1.68323 0.0 0.0 -0.2 0.42
H -10.58030 -0.25216 0.51289 0.5 0.4 -0.6 0.39
H -8.28092 0.95315 1.00988 -0.6 0.3 -0.2 0.41
N -10.29486 -2.17798 -4.69748 1.1 1.0 -1.0 -0.58
C -10.50321 -1.73987 -5.98166 -0.6 -0.3 2.1 -0.05
C -9.54684 -1.23911 -6.78499 2.2 -0.7 0.2 -0.33
C -8.21948 -1.25624 -6.28583 -0.7 0.0 -2.5 -0.23
C -7.94422 -1.63697 -4.99731 0.8 1.1 -1.7 -0.41
C -9.00403 -2.03868 -4.27364 -2.5 -0.6 1.4 -0.15
H -11.46144 -1.66704 -6.47450 -0.8 -0.8 0.9 0.30
H -9.89030 -1.10899 -7.80062 0.8 0.6 -0.2 0.34
H -7.46124 -1.09870 -7.03859 0.5 0.5 0.3 0.34
H -6.94104 -1.54329 -4.60838 0.0 -0.3 0.2 0.42
H -8.76907 -2.21007 -3.23353 -0.6 -0.6 0.3 0.35
```
Positions in Å, forces in eV/Å.

Results
- HOMO: -9.55 eV
- LUMO energy: -4.53 eV
- Kohn-Sham gap: 5.01 eV
- Charge: +1

DFT (ωB97M-V/def2-TZVPD) results for one molecule with the formula C5H14N2O at a distorted geometry.

```
22
Properties=species:S:1:pos:R:3:forces:R:3:nbo_charge:R:1
C -2.21265 -1.53567 0.18042 1.1 -4.5 -0.4 -0.40
N -1.20381 -1.24621 -0.79170 1.8 2.4 -3.2 -0.67
C -0.59123 0.17334 -0.85382 -1.3 -2.0 -0.4 -0.07
C -0.37488 0.59707 -2.27619 -0.4 0.5 -1.7 -0.62
C 0.76706 0.17093 -0.24445 2.4 0.0 1.4 -0.22
N 0.66441 0.38223 1.22498 -0.6 1.6 0.6 -0.65
C 1.98101 0.78054 1.79592 2.2 -1.0 -2.1 0.11
O 2.21287 1.07291 3.17459 1.1 3.4 -3.6 -0.71
H -2.78215 -0.77278 0.60427 -0.8 1.7 0.3 0.18
H -1.69433 -2.10798 1.03152 -0.9 0.9 -0.7 0.18
H -2.89680 -2.29976 -0.29855 0.4 0.9 0.7 0.20
H -1.20864 -1.60175 -1.82262 -0.9 0.6 3.0 0.38
H -1.29419 0.91452 -0.40058 0.5 -0.6 0.1 0.18
H -1.31239 0.51291 -2.90814 1.1 0.3 0.7 0.22
H 0.40996 -0.00922 -2.75471 -0.3 -0.1 0.1 0.21
H 0.05875 1.62952 -2.29322 -0.8 -0.7 -0.1 0.22
H 1.41071 0.97875 -0.76421 -0.7 -0.9 0.9 0.16
H 1.33201 -0.81314 -0.38768 -1.0 1.2 -0.2 0.21
H -0.07646 1.12789 1.31106 1.3 -0.8 0.4 0.35
H 2.43427 1.67318 1.11128 -0.8 -1.8 2.0 0.14
H 2.63148 -0.17420 1.63580 -0.9 1.6 -0.4 0.15
H 1.74501 0.54692 3.72603 -2.4 -2.9 2.4 0.47
```
Positions in Å, forces in eV/Å.

Results
- Relative energy (zero: lowest compared OMol25 entry of this formula, charge and spin): 3.7182 eV
- HOMO: -8.34 eV
- LUMO energy: 1.01 eV
- Kohn-Sham gap: 9.35 eV
- SMILES string: CN[C@H](C)CNCO

DFT (ωB97M-V/def2-TZVPD) results for an isolated ion of composition C3H6NO4 and charge -1 at a distorted geometry.

```
14
Properties=species:S:1:pos:R:3:forces:R:3:nbo_charge:R:1
O -1.48071 -1.92998 -0.30783 -0.4 -0.3 -0.1 -0.60
N -1.35446 -0.73122 0.06585 0.4 -0.4 0.2 0.43
O -2.39812 -0.05111 0.35665 -0.6 0.2 0.1 -0.63
C -0.16483 -0.17466 0.19058 1.1 3.0 -0.4 -0.07
C -0.11378 1.44656 0.39235 -0.3 -2.7 0.4 -0.07
O -1.14233 2.10108 -0.29107 -0.4 0.2 -0.2 -0.78
C 1.02081 -0.83657 -0.41458 -0.5 -0.3 -0.4 -0.11
O 2.03986 -1.11401 0.55793 0.4 -0.1 0.3 -0.74
H -0.17850 1.64389 1.47473 0.1 0.1 -0.1 0.14
H 0.84987 1.80099 0.02276 0.0 -0.1 0.0 0.16
H -1.91689 1.49984 -0.11727 0.3 0.1 -0.1 0.50
H 0.67837 -1.77843 -0.86849 0.1 0.3 0.1 0.20
H 1.46557 -0.19346 -1.19740 -0.1 0.0 0.1 0.13
H 2.69515 -1.68290 0.13579 -0.1 0.1 0.1 0.45
```
Positions in Å, forces in eV/Å.

Results
- Relative energy (zero: lowest compared OMol25 entry of this formula, charge and spin): 6.0093 eV
- HOMO: -3.46 eV
- LUMO energy: 3.71 eV
- Kohn-Sham gap: 7.17 eV
- SMILES string: [O-][N+]([O-])=C(CO)CO
- Charge: -1

DFT (ωB97M-V/def2-TZVPD) results for a 2-piece molecular cluster, C5H8IN3O overall at a distorted geometry.

```
18
Properties=species:S:1:pos:R:3:forces:R:3:nbo_charge:R:1
C -1.34891 -2.34762 -0.66817 -0.7 3.6 0.9 -0.44
C -0.90885 -1.14779 -0.17106 -1.2 -4.1 -1.6 -0.03
C -0.98435 1.57453 0.62448 2.7 -0.7 -0.9 -0.36
C 0.13597 2.17191 -0.26283 -0.3 -1.9 2.1 0.53
C 1.43984 -1.94910 0.27105 0.9 -0.7 0.5 -0.45
N 0.62615 0.11493 0.86057 -1.4 3.7 2.3 -0.04
N 0.14113 3.46442 -0.62559 0.5 0.6 -0.4 -0.81
N 0.32735 -0.96629 0.40590 1.5 -1.5 -0.1 -0.19
O 0.97525 1.30179 -0.60453 -0.2 2.4 -1.7 -0.58
I -1.15553 2.17028 2.59911 0.1 0.5 0.1 0.15
H -2.34573 -2.17904 -0.98950 -0.9 -0.3 -0.6 0.20
H -1.05633 -3.35474 -0.73212 1.2 -0.8 0.3 0.21
H -1.50016 -0.23866 -0.19265 0.0 -0.2 0.0 0.27
H 2.46827 -1.43362 0.51822 -2.3 -0.7 -1.0 0.25
H 1.35951 -2.75244 1.07296 -0.3 0.8 -1.2 0.22
H 1.31580 -2.35151 -0.77461 0.7 0.1 1.2 0.22
H -0.38274 4.14871 -0.06323 0.5 -0.7 -0.7 0.41
H 0.89333 3.77425 -1.26800 -0.9 -0.2 0.9 0.41
```
Positions in Å, forces in eV/Å.

Results
- Relative energy (zero: lowest compared OMol25 entry of this formula, charge and spin): 3.8806 eV
- HOMO: -7.76 eV
- LUMO energy: 0.39 eV
- Kohn-Sham gap: 8.15 eV

DFT (ωB97M-V/def2-TZVPD) results for C4H6EuO2 as an isolated structure at a distorted geometry.

```
13
Properties=species:S:1:pos:R:3:forces:R:3:nbo_charge:R:1
O 0.75018 1.72196 0.36076 1.5 -1.2 -1.2 -0.76
C 1.31738 0.85430 -0.47207 -2.8 0.8 1.4 0.17
H -0.66204 1.46466 0.24016 -2.6 -1.2 0.4 0.34
H 0.85801 0.87589 -1.48115 0.8 0.1 -0.1 0.11
C -1.76010 0.66205 -0.00451 2.3 0.5 -0.6 -0.47
C -1.28085 -0.59406 -0.11438 0.3 0.5 -0.7 -0.29
C -0.01126 -0.99680 0.59752 -0.2 0.2 0.6 -0.11
O 1.19794 -0.55271 -0.02823 1.2 0.0 -0.4 -0.73
Eu 3.78701 -0.36015 0.17504 -0.4 0.0 0.0 0.05
H -1.60252 -1.27029 -0.92040 -0.5 -0.1 0.6 0.17
H -2.64093 0.88403 -0.62653 0.3 0.2 0.3 0.16
H 0.10201 -2.08939 0.64919 -0.1 0.3 0.0 0.18
H -0.05482 -0.59948 1.62461 0.1 -0.1 -0.3 0.18
```
Positions in Å, forces in eV/Å.

Results
- HOMO (spin up / spin down): -1.49 / -1.33 eV
- LUMO energy (spin up / spin down): 3.30 / 3.19 eV
- Kohn-Sham gap (spin up / spin down): 4.78 / 4.52 eV
- Multiplicity: 9
- Charge: -1